{"formula": "C5H9N3", "method": "ωB97M-V with the def2-TZVPD basis set", "species": ["H", "C", "N", "N", "C", "H", "H", "H", "C", "H", "N", "H", "H", "H", "C", "H", "C"], "xyz": [[1.28209, -0.40274, 1.83856], [0.87328, -0.63037, 0.85271], [2.22708, 1.18279, -0.00913], [-2.04023, 1.17138, -0.94350], [-1.02232, 0.29421, -0.75898], [-0.41454, 0.02461, -1.61540], [0.67560, -1.67658, 0.61968], [1.92171, 1.71894, -0.82223], [-1.86472, -0.85119, -0.08132], [-2.68889, 1.19887, -0.15991], [-1.53617, -0.72745, 1.13462], [1.58865, -0.37035, -1.23375], [2.79473, -0.78221, -0.02432], [-2.75925, -1.28763, -0.51981], [1.90004, -0.15994, -0.20766], [-0.53405, 1.12088, 1.22552], [-0.40301, 0.17677, 0.70491]], "lowdin_charge": [0.13, -0.12, 0.08, 0.13, -0.35, 0.12, 0.12, 0.03, -0.13, 0.05, 0.12, 0.09, 0.12, 0.12, -0.38, 0.14, -0.27], "total_energy_ha": -359.8708, "homo_lumo_gap_ev": 3.8, "multiplicity": 1, "e_homo_ev": -7.1, "de_lowest_kcal_mol": 204.9}


{"formula": "C6H10N2O2", "method": "ωB97M-V with the def2-TZVPD basis set", "species": ["H", "H", "O", "N", "H", "C", "C", "C", "C", "H", "H", "C", "H", "H", "C", "H", "O", "H", "N", "H"], "xyz": [[-3.16758, -1.17038, 0.44278], [2.22397, -1.51628, -1.34899], [-0.78204, -2.42443, 0.28602], [0.72915, -0.64101, -0.21803], [2.35075, 0.71442, 1.24051], [1.55074, 1.66519, 0.58564], [-0.77761, 1.07342, -0.22463], [-0.50110, -1.28973, -0.01831], [-2.86631, -0.38458, 0.10066], [1.09468, 2.13774, 1.54392], [-3.52083, -0.41737, -0.98208], [1.89138, -1.44144, -0.41786], [0.64985, 1.27514, -1.44467], [1.85968, 2.54932, -0.04776], [0.75367, 0.82762, -0.46999], [2.87891, -0.84317, 0.42651], [-1.44191, 2.07837, -0.25120], [1.53906, -2.58720, 0.28801], [-1.47771, -0.16510, -0.02142], [-2.98675, 0.55949, 0.53087]], "lowdin_charge": [-0.02, 0.00, 0.09, -0.13, 0.16, -0.04, -0.36, -0.40, -0.01, 0.09, 0.17, -0.05, 0.15, 0.08, -0.22, 0.15, 0.09, 0.20, 0.00, 0.07], "total_energy_ha": -494.4226, "homo_lumo_gap_ev": 9.9, "multiplicity": 1, "e_homo_ev": -9.4, "de_lowest_kcal_mol": 138.7}